# 1
40
Properties=species:S:1:pos:R:3:forces:R:3 method="wB97M-V/def2-TZVPD" e_homo_ha=-0.405 e_tot_ev=-45632.5302 smiles="C#CCN(Cl)/C(NCN)=[N+](/Cc1ccccc1C)P(O)O" charge=+1
Cl -0.7926 -1.5516 -3.3552 -0.6 0.8 0.4
P 1.7937 0.2449 -1.5143 3.8 0.0 0.2
O 2.5312 1.7352 -0.8853 -2.4 -0.8 -3.0
O 1.7163 0.5257 -3.2302 0.5 -0.7 1.5
N -1.7133 1.6595 -1.0000 1.6 -2.0 -1.5
N -0.2725 2.9715 0.6496 -0.1 -1.6 -1.1
N 0.2294 -0.0271 -0.7521 -3.3 1.9 -3.1
N -1.5068 -0.1462 -2.6597 0.7 1.7 2.3
C -2.7533 0.4620 -3.3361 -2.9 0.5 -0.9
C -0.9619 0.4223 -1.5362 -1.3 0.9 1.6
C -5.2983 0.0622 -1.6489 8.4 -1.0 -5.4
C 1.8362 -1.3464 3.9445 1.5 -1.1 -3.2
C 0.0767 -1.3415 -0.0472 1.7 -3.4 0.8
C 3.7004 -2.3786 2.0722 -3.0 1.1 0.4
C -4.1507 0.1089 -2.4948 -6.5 0.2 5.7
C 3.3433 -1.9639 3.6432 -3.1 0.3 -3.7
C -0.7517 -0.4538 3.0235 1.2 -1.1 0.4
C -0.7511 2.8088 -0.7935 1.0 0.9 0.2
C 0.7496 -1.1140 2.7393 3.1 -1.1 -1.0
C 1.1568 -1.5385 1.2090 2.2 -0.3 1.8
C 2.6350 -2.2013 0.8359 -0.8 1.4 4.6
H -0.8577 0.6353 2.5529 0.3 -2.5 1.1
H -2.6377 1.6377 -3.5080 -0.1 -2.8 0.9
H -1.0128 2.5905 1.3101 1.3 0.7 -1.1
H 2.4548 -0.0654 -3.6170 -1.7 1.3 1.0
H 4.1607 -2.1523 4.4862 -2.1 0.5 -2.0
H -2.2232 1.4229 -0.1208 0.6 -0.1 -1.0
H -0.8708 -0.4497 4.2036 0.1 0.3 -2.6
H -1.2536 3.8282 -1.1326 0.8 -2.4 0.7
H -1.5468 -1.2083 2.5809 1.5 1.7 0.9
H 1.5814 -1.0870 5.0706 0.4 -0.5 -2.7
H 0.3641 -2.1928 -0.8337 -0.7 1.6 1.9
H 2.9438 -2.4966 -0.2772 -0.9 0.7 2.8
H 0.6236 2.4226 0.7975 -1.6 0.8 -0.2
H -2.9071 0.0144 -4.4312 0.7 0.6 2.7
H -0.9925 -1.5917 0.3574 1.9 1.1 -1.0
H -6.1034 -0.4560 -0.9339 2.1 1.5 -2.2
H 2.5471 2.4334 -1.6244 0.0 -1.2 1.5
H 4.7612 -2.8433 1.8035 -2.6 1.2 0.8
H 0.1523 2.6198 -1.5475 -1.8 0.6 1.8

# 2
126
Properties=species:S:1:pos:R:3:forces:R:3 method="wB97M-V/def2-TZVPD" e_homo_ha=-0.350 e_tot_ev=-57027.7718 de_lowest_kj_mol=1334.5 smiles=CC(C)O.CC(C)O.CC(C)O.CC(C)O.CC(C)O.CC(C)O.CC(C)O.CC(C)O.CC(C)O.CO.CO.CO
O 8.2241 -7.3094 31.2584 7.6 -0.9 6.7
O 5.5901 -13.1712 34.6425 -0.1 0.1 0.5
O 6.9815 -5.4061 34.1061 -1.3 -2.0 -9.4
O 0.4790 -10.2149 31.7826 -6.1 -5.9 -2.2
O 2.6091 -6.8813 27.7577 -7.2 -4.8 -5.9
O 6.2775 -10.0367 31.0923 -3.4 0.6 -0.5
O -0.1282 -7.0823 35.6714 -2.1 0.5 1.4
O 10.1378 -9.0918 32.3618 -2.0 -3.0 -6.7
O 1.0365 -5.2067 33.3164 -8.9 -10.1 -4.2
O 3.2803 -12.3589 33.5398 10.6 4.9 1.0
O 5.0654 -3.3331 32.5892 -3.4 -5.8 -2.0
O 6.3696 -8.0934 33.1166 8.2 -3.9 -6.2
C 2.2422 -14.3965 33.6226 -0.5 0.7 -0.3
C 6.9189 -5.0955 35.3191 0.3 2.6 8.2
C 5.2776 -7.9027 33.6694 -6.8 1.9 6.6
C 1.0328 -2.9302 33.3323 -0.7 0.7 -1.5
C 7.6676 -7.5438 29.1622 -0.5 2.2 -1.1
C 7.3142 -6.9372 30.5100 -7.4 1.7 -6.2
C 9.3065 -9.5040 34.5334 1.7 -1.7 0.2
C 4.5319 -1.1664 32.7954 -1.2 0.3 1.7
C 10.1973 -8.7478 33.5841 1.0 2.0 6.2
C 2.1745 -12.8561 33.7613 -9.4 -3.3 0.8
C 4.4386 -9.1638 33.9148 -0.8 0.3 0.9
C 7.5308 -6.2229 36.0959 -0.2 -1.6 2.7
C 11.6339 -9.0130 33.9905 -0.2 0.7 2.9
C 5.6085 -2.1905 32.7366 1.9 6.3 0.7
C 7.5515 -10.4060 31.1570 2.6 -2.2 1.4
C 3.7659 -6.9446 29.6842 2.1 1.7 -0.3
C 1.4646 -9.4927 32.0898 3.5 5.9 1.7
C 2.1422 -4.3208 35.0228 0.9 -0.1 -2.6
C 4.5321 -6.7139 33.0810 -0.2 0.1 1.2
C 0.5703 -8.2485 35.5723 -0.5 0.3 -2.5
C 6.5452 -12.2051 34.3121 1.1 -1.4 -2.8
C 5.5326 -4.5824 35.8723 3.8 0.1 1.1
C 0.9346 -8.0474 32.0762 0.8 2.1 0.9
C 3.4761 -6.2503 28.3694 5.6 4.8 5.6
C 2.6217 -9.6704 31.1980 -0.1 -1.3 -0.2
C 6.7032 -1.8206 31.7604 -0.3 -2.3 -0.8
C 4.7619 -6.0723 27.5616 -1.7 3.1 -0.8
C 1.5985 -12.4904 35.1133 1.3 1.1 0.5
C 7.0539 -5.4071 30.4526 1.8 -0.5 2.4
C 1.7083 -4.2382 33.5321 8.4 9.8 5.0
H 3.7932 -6.3302 33.7814 -0.5 -0.4 -0.3
H 1.7214 -9.6581 33.1150 1.0 -0.2 1.0
H 2.6928 -3.4879 35.3064 1.6 1.4 0.4
H 0.3172 -7.8383 32.9642 -0.3 -0.5 -0.3
H 2.3538 -12.6427 35.9062 -0.4 -1.2 -0.1
H 3.6903 -1.5743 33.4092 0.5 0.3 -0.7
H 7.5605 -2.3716 32.1067 0.8 -0.3 -0.2
H 0.3543 -6.4359 35.2070 0.6 1.4 -0.9
H 0.8494 -2.8259 32.2384 -1.0 -0.4 0.5
H 6.8255 -7.0678 36.1501 0.1 0.0 -0.5
H 6.3024 -9.2566 31.6271 -1.1 1.0 0.6
H 8.4848 -6.6642 35.6488 -1.0 1.0 0.8
H 12.3365 -8.4313 33.4619 0.8 0.9 -0.7
H 6.6190 -5.1916 31.4465 0.8 0.3 0.0
H 0.1765 -3.0278 33.9851 -0.8 0.8 -0.3
H 1.5761 -11.4109 35.2992 -0.9 0.2 -0.8
H 9.8473 -7.7213 33.6496 0.5 1.1 0.6
H 3.5664 -12.6638 32.7182 1.2 -0.4 -2.3
H 7.5478 -5.9900 37.2086 0.9 0.0 -1.2
H 4.2326 -0.9357 31.8216 -1.0 0.1 -1.7
H 8.1774 -9.7164 30.6759 1.3 1.0 -0.5
H 1.3114 -8.1090 34.8531 1.6 0.0 -1.6
H 5.7030 -3.9195 32.9367 0.7 -2.0 0.4
H 2.9746 -5.3194 28.6080 0.6 1.1 0.2
H 8.2984 -9.5068 34.2527 -1.6 0.2 -0.4
H 6.4739 -2.2213 30.7330 0.1 1.0 0.8
H 5.8158 -4.2083 36.8864 -0.7 -0.3 -0.6
H 6.2210 -5.1509 29.8949 -1.2 0.5 -1.9
H 1.3237 -4.2612 35.6208 -2.9 -0.2 1.7
H 6.2792 -7.3539 30.8567 1.4 0.5 -0.9
H 4.7782 -12.8300 34.2579 -0.6 -0.2 0.4
H 5.6468 -5.6837 27.9910 0.7 0.1 1.0
H 1.6707 -12.3275 32.9362 -2.6 -1.1 0.3
H 11.8134 -8.8927 35.0840 0.0 0.2 -0.6
H 6.8802 -11.5705 35.0903 0.0 0.7 1.0
H 4.7374 -5.2492 35.9063 -1.1 -1.6 0.1
H 9.4273 -9.1388 35.5691 0.0 -0.2 -0.5
H 2.2623 -9.6212 30.1884 -0.1 -0.3 -0.8
H 4.1589 -7.0793 32.1755 -1.3 -0.2 -1.3
H 3.1307 -10.6205 31.4062 0.0 0.3 -0.3
H 2.8779 -7.1410 30.2151 -1.1 0.0 0.7
H 3.1471 -14.6343 34.1799 0.3 -0.4 -0.4
H 8.6760 -7.3760 28.7849 0.3 0.3 0.6
H 5.1020 -5.8239 32.8396 0.6 -0.4 0.1
H 7.9654 -4.7682 30.2681 -1.0 -0.7 0.0
H 2.6570 -5.2248 35.2195 0.6 -0.9 0.2
H 6.8758 -7.3054 33.0943 0.7 1.5 0.3
H 2.6564 -7.8169 27.9038 0.0 -0.9 -0.1
H 7.6606 -11.3255 30.6149 0.3 -0.8 0.0
H 4.5459 -5.3166 26.7580 0.1 -1.0 0.2
H -0.1860 -10.0671 32.4515 -0.7 -0.3 0.0
H 1.4390 -14.9138 34.1747 0.0 0.1 -0.9
H 7.8833 -10.5226 32.2348 0.0 -0.1 -1.1
H 7.6297 -4.2520 35.4108 -0.5 0.4 1.0
H 7.0348 -7.0741 28.4592 -0.7 0.2 -1.2
H 1.5700 -1.9970 33.4279 0.5 -0.1 1.0
H 3.3738 -8.8569 34.0887 0.9 -0.4 -0.4
H 4.5448 -9.8678 33.1341 -0.4 -0.5 -1.3
H 11.8542 -10.0329 33.7961 0.0 -1.1 -0.4
H 1.0947 -8.5223 36.3766 1.6 -1.1 3.8
H 0.6449 -12.9872 35.2382 0.0 0.1 0.5
H 4.7290 -9.7871 34.7895 0.2 0.9 -0.2
H 4.7528 -0.1990 33.2221 0.7 0.2 0.3
H 7.9702 -7.9418 31.8995 0.0 -1.1 0.8
H 7.4914 -8.5587 29.1051 -0.5 -2.2 0.2
H 7.8131 -5.1119 33.7881 1.0 0.0 -1.1
H 5.2589 -3.7576 35.2997 -0.6 1.5 -1.0
H 6.9542 -0.8097 31.8739 0.2 1.6 -0.5
H 6.0764 -2.2349 33.6718 1.1 0.8 2.1
H 10.7723 -8.5847 31.8810 0.4 0.4 -0.9
H 6.2613 -11.6682 33.3892 -0.3 0.5 0.6
H 3.2490 -8.8424 31.3273 1.3 0.7 0.3
H 4.2197 -7.8860 29.3896 0.5 -0.4 0.4
H 0.3515 -7.7144 31.1979 0.4 -0.6 0.1
H 2.5597 -4.2132 32.9161 2.1 0.2 -0.8
H 2.3062 -14.5912 32.5117 0.0 -0.5 1.3
H 1.7165 -7.2866 32.2705 0.0 -0.4 -0.4
H 7.4119 -12.7567 33.8938 0.1 0.2 0.7
H 5.6306 -7.7046 34.6711 -1.2 1.1 1.4
H 9.6809 -10.5561 34.4502 -0.5 0.5 0.5
H -0.0055 -9.0514 35.2044 -1.1 -1.1 -0.2
H 0.6488 -5.0642 32.4170 -0.1 -1.0 0.9
H 4.8966 -7.0122 27.1725 0.9 -2.2 -1.3
H 4.4616 -6.2632 30.2510 -0.7 -1.2 -0.2

# 3
95
Properties=species:S:1:pos:R:3:forces:R:3 method="wB97M-V/def2-TZVPD" e_homo_ha="-0.184 / -0.219" e_tot_ev=-141329.4066 de_lowest_kj_mol=0.0 charge=-1 multiplicity=6
Fe -0.4228 0.5769 0.5862 0.4 -0.2 0.0
Cl -0.3010 4.7143 1.4899 0.0 0.0 0.0
Cl -2.3567 2.1080 1.2857 -0.5 0.3 0.1
Cl -1.7300 4.0569 -1.3347 0.0 0.0 0.0
Si -0.7090 3.0801 0.2373 0.1 -0.1 -0.2
F -2.4130 -4.0119 2.7290 0.1 0.0 0.0
O -2.4656 0.1158 -2.2834 -0.1 -0.1 -0.1
O -4.9007 -3.2759 3.7827 0.0 0.0 0.0
O -6.0005 -1.2301 -0.1221 0.1 0.0 0.0
O 1.4567 -0.7527 4.0869 0.0 0.0 0.1
O -1.8433 -0.5792 -0.2431 -0.1 -0.1 0.1
O 0.6350 -2.8507 -2.5120 0.0 0.0 0.0
N 0.4428 0.6031 2.4983 0.1 -0.2 0.0
N 0.6723 -1.3827 0.7613 0.1 -0.1 -0.2
N 0.5877 -0.6626 -1.9341 0.1 -0.1 0.0
N -3.9483 -2.2448 -0.0101 0.0 0.0 0.0
N -5.3939 -2.2562 1.8085 0.0 0.0 0.0
C 0.7312 -2.3455 -0.1693 -0.1 0.0 0.1
C 1.2825 2.2434 -3.2803 0.0 0.0 0.0
C -0.7697 2.6208 -4.6743 0.0 0.0 0.0
C -0.0918 1.6992 -3.6704 -0.1 0.1 0.0
C 0.0783 2.1825 4.3876 0.0 0.0 -0.1
C 0.8031 1.7547 3.2679 0.0 0.0 0.0
C 1.0205 -3.0189 2.4562 0.0 0.1 0.1
C 0.9154 -0.5386 2.9998 0.1 0.0 -0.1
C 2.4290 3.5085 3.6161 0.0 0.0 0.0
C -1.2152 1.6012 4.9610 0.0 0.0 0.1
C 3.2822 -1.9001 -3.0885 0.0 0.0 0.0
C 3.8859 0.9578 2.1712 0.0 0.0 0.0
C -3.5638 -1.7785 -1.3375 0.1 0.1 0.0
C -1.7118 0.2453 4.4661 0.0 0.0 0.0
C -4.5618 -2.9740 2.6593 0.1 0.0 0.0
C -0.1263 -2.5422 -4.8352 0.0 0.0 0.0
C 0.8404 -1.7030 2.0344 -0.1 0.1 -0.1
C -3.3009 -3.3053 2.0151 -0.1 0.1 -0.1
C -0.5402 -0.1882 -5.3370 0.0 0.1 0.0
C 0.5130 -0.7109 -3.3044 0.0 -0.1 0.1
C 0.8123 -2.1060 -3.7653 -0.1 -0.1 0.2
C 2.3005 -2.3304 -4.1747 0.0 0.0 0.0
C -3.0408 -2.9334 0.7564 0.0 0.0 0.1
C 0.0007 0.2726 -4.1505 0.0 0.0 -0.1
C 2.6394 -1.6289 -5.4860 0.1 0.0 0.0
C 1.7334 3.9329 4.7347 0.0 0.0 0.0
C 0.9038 -3.6808 0.1605 0.0 0.0 0.0
C -2.3488 2.6321 4.8607 0.0 0.0 0.0
C -5.1675 -1.8536 0.5017 -0.1 0.0 0.0
C 1.0287 -4.0158 1.5056 0.0 -0.1 -0.1
C 2.8102 1.9405 1.7007 0.0 0.0 -0.1
C 0.6463 -1.8996 -1.5539 0.0 0.2 -0.1
C 0.5816 3.2712 5.1038 0.0 0.0 0.0
C 1.9819 2.4256 2.8768 0.0 0.0 0.0
C 3.4325 3.0743 0.8886 0.0 0.0 0.0
C -2.5509 -0.6134 -1.3098 0.1 0.0 0.2
C -0.6934 -1.5938 -5.6023 0.0 -0.1 0.0
H 2.1489 1.3950 1.0259 -0.1 0.0 0.0
H 3.0978 -2.3935 -2.1343 0.0 0.0 0.0
H 1.1410 -5.0524 1.7963 0.0 0.0 0.0
H -0.9646 -0.5332 4.6025 0.0 0.0 0.0
H -2.5994 2.8292 3.8202 0.0 0.0 0.0
H -0.2263 2.6462 -5.6245 0.0 0.0 0.0
H -4.4626 -1.4775 -1.8636 0.0 0.1 0.0
H 2.4814 -0.5522 -5.3987 0.0 0.0 0.0
H 0.9473 -4.4280 -0.6185 0.0 0.0 0.0
H -3.2429 2.2541 5.3624 0.0 0.0 0.0
H 4.4306 0.5436 1.3183 0.0 0.0 0.0
H -0.7986 3.6338 -4.2760 0.0 0.0 0.0
H 3.8505 2.6816 -0.0410 0.0 0.0 0.0
H -0.9991 1.4749 6.0296 0.0 0.0 0.0
H 4.2478 3.5608 1.4305 0.0 0.0 0.0
H 0.0440 3.5966 5.9878 0.0 0.0 0.0
H 2.0900 4.7731 5.3182 0.0 0.0 0.0
H 3.3329 4.0255 3.3186 0.0 0.0 0.0
H 2.0362 -1.9918 -6.3154 0.0 0.0 0.0
H -2.5924 -0.0320 5.0509 0.0 0.0 0.0
H -2.0759 3.5816 5.3210 0.0 0.0 0.0
H -0.9998 0.5074 -6.0245 0.0 0.0 0.0
H -1.7982 2.3136 -4.8685 0.0 0.0 0.0
H -6.2814 -1.9687 2.1915 0.0 0.0 0.0
H 4.6063 1.4694 2.8160 0.0 0.0 0.0
H -0.7206 1.6618 -2.7753 0.0 0.0 0.0
H 1.1870 3.2586 -2.8901 0.0 0.0 0.0
H -2.0088 0.2801 3.4182 0.0 0.0 0.0
H -2.1009 -3.1726 0.2812 0.0 0.0 0.0
H -3.1069 -2.6126 -1.8764 0.0 0.0 0.0
H 1.7486 1.6339 -2.5059 0.0 0.0 0.0
H 3.4539 0.1396 2.7476 0.0 0.0 0.0
H 3.2407 -0.8204 -2.9294 0.0 0.0 0.0
H 3.6915 -1.7922 -5.7259 0.0 0.0 0.0
H 4.2982 -2.1530 -3.3962 0.0 0.0 0.0
H 2.6931 3.8355 0.6379 0.0 0.0 0.0
H -0.2463 -3.6011 -5.0273 0.0 0.0 0.0
H -1.3098 -1.8818 -6.4457 0.0 0.0 0.0
H 2.3900 -3.4147 -4.3132 0.0 0.0 0.0
H 1.9493 2.2756 -4.1479 0.0 0.0 0.0
H 1.1480 -3.2038 3.5127 0.0 0.0 0.0